Record 1
Molecular formula: C6H12N5
Method: DFT, wB97M-V/def2-TZVPD

HOMO level (alpha / beta) = -11.38 / -12.16 eV
Frontier orbital gap (alpha / beta) = 6.573 / 7.970 eV

Geometry as ORCA input:
```
! wB97M-V def2-TZVPD RIJCOSX def2/J DEFGRID3
* xyz 1 1
C 0.14 -1.20 2.18
C -1.10 -0.67 2.26
C -0.57 0.39 -1.69
C -0.59 -0.17 -0.49
C 1.05 -0.97 1.02
C 1.62 0.70 -0.93
N -1.55 0.40 1.59
N 0.72 0.70 -2.05
N -2.87 0.56 1.54
N 1.37 0.56 -3.29
N 0.72 0.20 0.18
H 0.40 -2.00 2.71
H -1.66 -1.14 2.96
H -1.35 0.41 -2.51
H 2.17 -0.95 1.47
H 1.13 -1.79 0.31
H 2.40 0.00 -1.08
H 1.99 1.61 -0.57
H -3.39 1.36 1.29
H -3.51 -0.02 2.01
H 1.45 -0.23 -3.87
H 1.21 1.38 -3.82
H 0.24 0.87 0.77
*
```



Record 2
Molecular formula: C6H12NO
Method: DFT, wB97M-V/def2-TZVPD

HOMO level = -14.14 eV
Frontier orbital gap = 9.404 eV
SMILES = C=[NH+]C(=C)CCCO

Geometry as ORCA input:
```
! wB97M-V def2-TZVPD RIJCOSX def2/J DEFGRID3
* xyz 1 1
C -2.28 0.52 -1.26
N -1.32 0.55 -0.43
C 0.04 1.03 -0.64
C 0.29 2.33 -0.67
C 1.08 -0.09 -0.66
C 0.76 -1.43 0.03
C 0.77 -1.44 1.56
O -0.30 -0.59 2.09
H -2.26 1.01 -2.22
H -3.22 0.05 -1.01
H -1.39 0.08 0.47
H -0.42 3.16 -0.71
H 1.35 2.62 -0.73
H 2.01 0.30 -0.27
H 1.30 -0.31 -1.68
H 1.55 -2.10 -0.28
H -0.14 -1.92 -0.40
H 1.72 -1.09 1.93
H 0.56 -2.45 1.95
H -0.09 -0.24 2.95
*
```



Record 3
Molecular formula: C6H12NO
Method: DFT, wB97M-V/def2-TZVPD

HOMO level (alpha / beta) = -9.07 / -15.99 eV
Expectation value of S² = 2.006
Frontier orbital gap (alpha / beta) = 6.149 / 9.619 eV

Geometry as ORCA input:
```
! wB97M-V def2-TZVPD RIJCOSX def2/J DEFGRID3
* xyz 1 3
C 1.57 -1.21 0.75
C 0.81 -0.42 0.07
C -2.14 0.78 -0.04
C -1.52 -0.33 0.95
C -1.48 -0.06 -1.09
C 2.29 1.30 -0.36
N -0.74 -0.86 -0.19
O 1.04 0.67 -0.54
H 2.63 -1.04 0.79
H 1.22 -2.23 0.98
H -3.20 0.70 -0.04
H -1.85 1.82 0.06
H -0.85 0.04 1.85
H -2.22 -1.04 1.33
H -2.18 -0.78 -1.71
H -0.65 0.36 -1.87
H 2.47 2.19 -0.96
H 3.02 0.42 -0.37
H 2.46 1.61 0.68
H -0.68 -1.92 -0.28
*
```



In kcal/mol, the ΔE to the lowest compared entry with this formula, charge and spin values for the records above are, in order, 150.9, 19.4, 72.1.